[1]
Computed, not measured: C16H21AuN3OSeTe as an isolated structure, with ωB97M-V with the def2-TZVPD basis set.

Positions of all 44 atoms, in Å:
Au: 0.175 -0.726 -0.394
O: 0.758 0.507 1.939
C: 2.121 0.129 2.174
C: 2.881 0.095 0.880
C: 4.248 0.306 0.911
C: 4.989 0.198 -0.255
C: 4.346 -0.133 -1.437
C: 2.985 -0.340 -1.410
N: 2.257 -0.213 -0.276
H: 0.285 0.413 2.774
H: 2.157 -0.868 2.619
H: 2.598 0.825 2.859
H: 4.732 0.528 1.854
H: 6.057 0.374 -0.242
H: 4.885 -0.240 -2.369
H: 2.450 -0.623 -2.306
C: -3.884 -1.427 1.135
N: -4.015 -0.965 -0.252
C: -3.238 -1.306 -1.273
Se: -1.600 -2.272 -1.194
N: -3.765 -0.843 -2.410
C: -4.948 -0.162 -2.125
C: -5.867 0.492 -2.941
C: -6.947 1.059 -2.301
C: -7.105 0.988 -0.904
C: -6.198 0.331 -0.101
C: -5.107 -0.243 -0.747
H: -2.924 -1.920 1.277
H: -4.676 -2.140 1.356
H: -3.966 -0.586 1.819
H: -3.424 -1.062 -3.335
H: -5.756 0.528 -4.017
H: -7.701 1.565 -2.890
H: -7.967 1.458 -0.451
H: -6.336 0.266 0.973
C: -1.845 4.084 -1.108
Te: -0.648 2.666 -0.086
C: 1.123 3.798 -0.277
H: -1.733 5.029 -0.579
H: -2.880 3.757 -1.087
H: -1.491 4.194 -2.132
H: 1.273 4.024 -1.332
H: 1.963 3.241 0.133
H: 0.963 4.721 0.283

Calculated values
Maximum force (eV/A): 0.889
HOMO level (spin up / spin down) (eV): -17.7 / -17.6
Net charge: +3
ΔE to the lowest compared entry with this formula, charge and spin (kJ/mol): 184.9
2S+1: 3


[2]
Computed, not measured: C16H21Br4N3O3S as an isolated structure in a non-equilibrium geometry, with ωB97M-V with the def2-TZVPD basis set.

Positions of all 48 atoms, in Å:
C: -3.386 2.525 1.839
C: -3.970 1.290 2.544
O: -3.872 0.187 1.666
C: -3.419 -1.000 2.292
C: -2.957 -2.014 1.247
O: -1.791 -2.668 1.717
C: -0.652 -2.509 0.883
C: -0.018 -1.130 0.965
C: -0.635 0.037 0.405
C: -0.059 1.267 0.493
C: 1.203 1.418 1.113
N: 1.921 2.535 1.255
S: 3.274 2.055 1.967
N: 3.002 0.502 2.230
C: 1.812 0.262 1.668
C: 1.185 -1.012 1.603
N: 1.852 -2.120 2.212
C: 1.975 -2.073 3.424
O: 2.021 -2.033 4.586
H: -3.485 2.386 0.766
H: -3.911 3.409 2.194
H: -2.327 2.585 2.078
H: -5.002 1.465 2.861
H: -3.385 1.132 3.455
H: -2.537 -0.755 2.891
H: -4.179 -1.433 2.948
H: -2.828 -1.549 0.272
H: -3.746 -2.761 1.125
H: 0.084 -3.214 1.250
H: -0.927 -2.731 -0.153
H: -1.598 -0.033 -0.064
H: -0.533 2.142 0.074
Br: 5.018 2.513 -3.708
C: 5.730 0.927 -2.833
C: 4.674 0.221 -2.027
Br: 4.294 1.145 -0.339
H: 6.572 1.251 -2.230
H: 6.087 0.291 -3.640
H: 5.017 -0.770 -1.734
H: 3.730 0.135 -2.556
Br: 0.172 -2.291 -4.002
C: -0.724 -0.745 -4.774
C: -0.260 0.535 -4.134
Br: -1.038 0.770 -2.363
H: -1.790 -0.909 -4.659
H: -0.467 -0.760 -5.830
H: -0.588 1.393 -4.717
H: 0.817 0.577 -4.007

Calculated values
Maximum force (eV/A): 2.173
HOMO level (eV): -8.7
Net charge: 0
ΔE to the lowest compared entry with this formula, charge and spin (kJ/mol): 0.0
2S+1: 1


[3]
Computed, not measured: C16H21BrFMnN2O3PSTe as an isolated structure in a non-equilibrium geometry, with ωB97M-V with the def2-TZVPD basis set.

Positions of all 48 atoms, in Å:
Mn: 7.683 12.764 8.372
C: 12.421 10.409 4.816
C: 11.012 10.917 4.893
O: 11.104 12.391 4.910
P: 10.704 13.110 6.310
O: 9.416 12.546 6.901
Te: 10.670 15.510 5.950
O: 12.021 12.720 7.185
C: 12.281 13.340 8.498
C: 13.107 12.416 9.374
H: 12.538 9.360 4.561
H: 12.878 10.599 5.797
H: 12.955 11.034 4.085
H: 10.461 10.576 5.782
H: 10.372 10.636 4.025
H: 11.316 13.564 8.989
H: 12.768 14.294 8.323
H: 12.538 11.527 9.682
H: 13.451 12.977 10.269
H: 13.965 12.053 8.847
F: 4.627 18.806 10.159
C: 5.311 17.697 9.758
C: 5.165 17.248 8.432
C: 6.007 16.216 8.010
C: 6.991 15.672 8.862
C: 8.030 14.793 8.374
C: 6.998 16.059 10.188
C: 6.167 17.074 10.684
H: 4.435 17.688 7.791
H: 5.918 15.806 6.997
H: 8.945 14.930 8.950
H: 8.190 14.843 7.286
H: 7.700 15.548 10.858
H: 6.125 17.402 11.710
Br: 5.568 12.921 7.150
C: 9.403 7.007 9.157
C: 8.773 8.322 8.910
C: 7.777 8.485 7.944
C: 7.342 9.779 7.780
N: 7.821 10.771 8.556
C: 8.699 10.505 9.546
S: 9.259 11.892 10.369
N: 9.182 9.283 9.760
H: 8.780 6.440 9.859
H: 10.361 7.190 9.617
H: 9.485 6.367 8.263
H: 7.354 7.688 7.384
H: 6.615 10.080 7.029

Calculated values
Maximum force (eV/A): 2.038
HOMO level (spin up / spin down) (eV): -4.1 / -4.0
Net charge: -1
2S+1: 5


[4]
Computed, not measured: C16H21Cl2FO2Pt as an isolated structure in a non-equilibrium geometry, with ωB97M-V with the def2-TZVPD basis set.

Positions of all 43 atoms, in Å:
C: -1.778 1.027 -0.077
C: -1.335 0.698 -1.449
C: -0.096 1.304 -1.687
C: -2.135 -0.044 -2.431
C: 0.228 2.145 -0.583
C: -0.788 2.001 0.421
C: -1.007 2.898 1.567
C: -3.161 1.003 0.413
C: 0.753 1.080 -2.867
C: 1.424 2.994 -0.447
Pt: -0.383 -0.284 0.899
Cl: -0.658 -3.518 -2.624
Cl: -1.896 -1.943 0.268
O: 1.270 0.807 1.587
H: -3.023 -0.477 -1.953
H: -1.572 -0.909 -2.834
H: -2.468 0.583 -3.281
H: 0.633 0.041 -3.205
H: 1.811 1.225 -2.613
H: 0.542 1.732 -3.730
H: 2.339 2.453 -0.748
H: 1.551 3.296 0.606
H: 1.379 3.909 -1.068
H: -0.053 3.083 2.084
H: -1.702 2.431 2.276
H: -1.405 3.859 1.202
H: -3.609 0.025 0.219
H: -3.726 1.787 -0.103
H: -3.163 1.178 1.493
H: 2.050 0.345 1.239
O: -1.129 0.056 2.781
H: -0.319 0.382 3.232
F: 3.365 -5.246 1.263
C: 2.622 -4.100 1.132
C: 2.325 -3.600 -0.132
C: 1.492 -2.481 -0.242
C: 0.974 -1.904 0.905
C: 1.314 -2.369 2.156
C: 2.142 -3.491 2.285
H: 2.700 -4.117 -1.008
H: 1.178 -2.139 -1.219
H: 0.930 -1.842 3.012
H: 2.380 -3.876 3.262

Calculated values
Maximum force (eV/A): 3.056
HOMO level (spin up / spin down) (eV): 1.0 / -1.1
Net charge: -2
ΔE to the lowest compared entry with this formula, charge and spin (kJ/mol): 52.2
2S+1: 5


[5]
Computed, not measured: C16H21Cl2FO2Pt as an isolated structure in a non-equilibrium geometry, with ωB97M-V with the def2-TZVPD basis set.

Positions of all 43 atoms, in Å:
C: 0.184 -1.177 -2.184
C: 1.068 -0.194 -2.670
C: 0.325 1.018 -2.903
C: 2.513 -0.354 -2.940
C: -1.015 0.790 -2.556
C: -1.156 -0.599 -2.177
C: -2.369 -1.221 -1.911
C: 0.519 -2.548 -1.751
C: 0.874 2.280 -3.432
C: -2.149 1.719 -2.629
Pt: 1.710 0.820 0.756
Cl: 2.805 2.185 -0.494
Cl: 3.311 -0.801 0.944
O: -0.095 1.464 0.219
H: 2.868 -1.330 -2.587
H: 3.086 0.428 -2.423
H: 2.715 -0.276 -4.020
H: 1.660 2.656 -2.763
H: 0.074 3.026 -3.496
H: 1.294 2.132 -4.438
H: -1.813 2.758 -2.687
H: -2.787 1.592 -1.746
H: -2.770 1.496 -3.509
H: -3.216 -0.598 -1.612
H: -2.361 -1.806 -0.245
H: -2.481 -2.271 -2.163
H: 1.601 -2.682 -1.643
H: 0.156 -3.286 -2.480
H: 0.047 -2.786 -0.789
H: -0.037 2.425 0.340
O: -2.404 -2.074 0.716
H: -2.026 -1.314 1.186
F: 0.470 2.189 6.658
C: 0.733 1.875 5.342
C: 1.176 2.882 4.486
C: 1.417 2.547 3.142
C: 1.201 1.239 2.724
C: 0.694 0.250 3.557
C: 0.531 0.556 4.927
H: 1.334 3.889 4.859
H: 1.769 3.266 2.411
H: 0.461 -0.719 3.120
H: 0.235 -0.215 5.644

Calculated values
Maximum force (eV/A): 4.784
HOMO level (spin up / spin down) (eV): 1.9 / -0.7
Net charge: -2
ΔE to the lowest compared entry with this formula, charge and spin (kJ/mol): 0.0
2S+1: 5


[6]
Computed, not measured: one molecule with the formula C16H21ClN4O4S, with ωB97M-V with the def2-TZVPD basis set.

Positions of all 47 atoms, in Å:
C: 0.400 2.604 -2.501
H: 0.803 2.689 -3.514
H: 1.197 2.704 -1.767
H: -0.351 3.382 -2.334
O: -0.131 1.316 -2.266
C: -1.214 0.898 -2.935
C: -1.927 1.643 -3.878
C: -3.060 1.121 -4.474
C: -3.499 -0.153 -4.147
C: -2.794 -0.917 -3.229
C: -1.669 -0.389 -2.635
S: -0.748 -1.433 -1.492
O: -1.265 -2.765 -1.628
O: 0.658 -1.259 -1.682
N: -1.144 -0.955 0.067
C: -2.512 -1.256 0.425
H: -3.217 -0.514 0.031
H: -2.746 -2.234 0.013
H: -2.593 -1.288 1.511
C: -0.688 0.342 0.518
C: 0.833 0.469 0.524
O: 1.394 1.532 0.352
N: 1.455 -0.669 0.872
H: 0.904 -1.513 0.837
C: 2.890 -0.811 0.855
H: 3.305 0.195 0.760
H: 3.188 -1.398 -0.021
C: 3.389 -1.492 2.130
H: 4.441 -1.755 2.007
C: 3.264 -0.598 3.370
N: 1.912 -0.172 3.616
C: 0.837 -0.954 3.868
N: -0.259 -0.260 4.005
C: 0.111 1.038 3.838
C: 1.450 1.112 3.592
H: 2.090 1.947 3.397
H: -0.606 1.831 3.912
H: 0.894 -2.021 3.956
H: 3.875 0.298 3.239
H: 3.634 -1.145 4.246
H: 2.826 -2.414 2.284
H: -1.011 0.459 1.559
H: -1.111 1.168 -0.064
H: -3.087 -1.923 -2.977
Cl: -4.917 -0.794 -4.889
H: -3.604 1.706 -5.199
H: -1.597 2.632 -4.153

Calculated values
Maximum force (eV/A): 0.925
SMILES string: COc1ccc(Cl)cc1S(=O)(=O)N(C)CC(=O)NCCCn1ccnc1
HOMO level (eV): -8.6
Net charge: 0
ΔE to the lowest compared entry with this formula, charge and spin (kJ/mol): 231.5
2S+1: 1


[7]
Computed, not measured: C16H21EuN9O4S as an isolated structure in a non-equilibrium geometry, with ωB97M-V with the def2-TZVPD basis set.

Positions of all 52 atoms, in Å:
Eu: -0.213 -0.119 0.827
O: 2.698 -3.584 0.303
C: 2.056 -2.458 0.669
O: 0.808 -2.349 0.579
C: 2.905 -1.388 1.199
C: 4.317 -1.524 1.227
C: 5.071 -0.410 1.520
C: 4.442 0.793 1.779
C: 3.050 0.814 1.826
N: 2.289 -0.279 1.613
C: 2.189 2.065 2.046
O: 2.795 3.225 2.120
O: 0.939 1.894 2.138
H: 2.117 -4.275 -0.109
H: 4.812 -2.471 1.090
H: 6.178 -0.408 1.559
H: 5.020 1.735 1.920
H: 3.412 3.429 1.352
N: -1.671 -0.429 3.086
N: -1.832 0.930 3.413
C: -2.583 1.657 2.529
N: -3.062 2.855 2.978
S: -2.919 1.097 0.979
H: -2.532 -0.703 2.600
H: -1.498 -1.013 3.906
H: -1.051 1.370 3.893
H: -3.113 3.013 3.969
H: -3.688 3.391 2.369
N: 0.855 1.279 -0.882
C: 1.383 2.113 -1.498
C: 2.105 3.199 -1.999
C: 3.135 3.597 -1.135
N: 3.939 3.871 -0.331
C: 1.615 4.117 -2.941
N: 1.260 4.865 -3.754
N: -3.685 -2.021 -3.210
C: -2.558 -1.137 -3.656
C: -1.799 -0.460 -2.500
N: -1.535 -1.361 -1.361
C: -2.638 -2.250 -0.985
C: -3.318 -2.994 -2.109
H: -3.955 -2.569 -4.031
H: -4.515 -1.491 -2.947
H: -2.952 -0.369 -4.346
H: -1.852 -1.756 -4.242
H: -2.370 0.420 -2.151
H: -0.850 -0.075 -2.829
H: -0.705 -1.941 -1.496
H: -3.376 -1.635 -0.424
H: -2.261 -2.988 -0.284
H: -4.227 -3.518 -1.753
H: -2.632 -3.752 -2.510

Calculated values
Maximum force (eV/A): 3.081
HOMO level (spin up / spin down) (eV): -12.4 / -12.4
Net charge: +2
ΔE to the lowest compared entry with this formula, charge and spin (kJ/mol): 23.2
2S+1: 8


[8]
Computed, not measured: one molecule with the formula C16H21F3N2O5, with ωB97M-V with the def2-TZVPD basis set.

Positions of all 47 atoms, in Å:
C: 0.154 1.183 2.873
C: -0.889 2.123 2.288
H: -1.476 2.613 3.067
H: -0.415 2.871 1.644
O: -1.846 1.392 1.508
C: -1.524 1.159 0.259
O: -0.578 1.598 -0.338
C: -2.627 0.342 -0.489
N: -1.978 -0.765 -1.140
C: -0.852 -1.327 -0.567
O: -0.530 -1.054 0.570
N: -0.200 -2.220 -1.352
H: -0.377 -2.194 -2.343
C: 1.122 -2.651 -0.936
C: 2.127 -1.525 -0.832
C: 3.268 -1.702 -0.056
C: 4.190 -0.689 0.086
C: 3.988 0.544 -0.537
C: 2.854 0.724 -1.319
C: 1.941 -0.307 -1.464
H: 1.064 -0.123 -2.066
H: 2.654 1.661 -1.812
O: 4.945 1.488 -0.317
C: 4.770 2.762 -0.887
H: 3.845 3.233 -0.540
H: 5.623 3.353 -0.557
H: 4.765 2.716 -1.981
H: 5.074 -0.820 0.691
H: 3.430 -2.644 0.447
H: 1.463 -3.410 -1.645
H: 1.019 -3.118 0.049
H: -2.333 -1.081 -2.028
O: -3.750 0.026 0.266
C: -3.606 -0.966 1.291
C: -4.035 -2.345 0.802
H: -4.088 -3.025 1.648
H: -5.014 -2.282 0.335
H: -3.325 -2.742 0.081
H: -2.578 -0.985 1.657
H: -4.268 -0.626 2.090
C: -3.172 1.273 -1.594
F: -3.604 2.436 -1.115
F: -4.197 0.703 -2.242
F: -2.255 1.541 -2.530
H: 0.633 0.626 2.072
H: -0.315 0.475 3.550
H: 0.902 1.756 3.412

Calculated values
Maximum force (eV/A): 0.815
SMILES string: CCOC(=O)[C@@](NC(=O)NCc1ccc(OC)cc1)(OCC)C(F)(F)F
HOMO level (eV): -8.3
Net charge: 0
ΔE to the lowest compared entry with this formula, charge and spin (kJ/mol): 1.4
2S+1: 1


[9]
Computed, not measured: a 2-piece molecular cluster, C16H21FN3O overall in a non-equilibrium geometry, with ωB97M-V with the def2-TZVPD basis set.

Positions of all 42 atoms, in Å:
C: -3.749 -3.772 1.422
C: -3.040 -2.512 1.902
N: -2.033 -2.022 0.963
C: -2.543 -1.234 -0.179
C: -2.635 0.236 0.142
C: -0.734 -2.497 1.134
C: 0.376 -1.923 0.281
N: 1.666 -2.430 0.644
C: 1.973 -3.542 1.480
C: 3.285 -3.869 1.704
C: 4.297 -3.038 1.256
C: 3.957 -1.885 0.565
C: 2.668 -1.613 0.200
O: -0.484 -3.236 2.049
H: -4.645 -3.960 2.027
H: -4.061 -3.659 0.377
H: -3.118 -4.664 1.496
H: -3.737 -1.684 1.951
H: -2.610 -2.650 2.911
H: -1.840 -1.403 -1.001
H: -3.539 -1.647 -0.362
H: -3.220 0.693 -0.666
H: -3.093 0.384 1.134
H: -1.630 0.659 0.138
H: 0.230 -1.676 -0.751
H: 1.106 -4.101 1.846
H: 3.522 -4.781 2.180
H: 5.344 -3.229 1.471
H: 4.679 -1.118 0.351
H: 2.366 -0.618 -0.188
F: 0.112 -0.570 1.115
N: 1.225 4.594 -2.100
C: 0.691 5.453 -1.244
C: 0.482 6.810 -1.554
C: 0.853 7.296 -2.816
C: 1.425 6.384 -3.702
C: 1.597 5.036 -3.308
H: 0.407 5.037 -0.269
H: 0.012 7.451 -0.808
H: 0.681 8.337 -3.102
H: 1.728 6.658 -4.711
H: 2.030 4.305 -3.975

Calculated values
Maximum force (eV/A): 4.822
HOMO level (eV): -11.2
Net charge: +1
2S+1: 1


[10]
Computed, not measured: one molecule with the formula C16H21N3O2S in a non-equilibrium geometry, with ωB97M-V with the def2-TZVPD basis set.

Positions of all 43 atoms, in Å:
C: 5.086 2.702 0.713
H: 5.204 2.017 1.559
O: 3.758 2.732 0.252
C: 3.209 1.577 -0.224
C: 3.859 0.350 -0.285
C: 3.194 -0.760 -0.779
C: 1.882 -0.679 -1.220
C: 1.247 0.557 -1.170
C: 1.894 1.671 -0.679
H: 1.402 2.630 -0.635
H: 0.230 0.649 -1.527
C: 1.151 -1.905 -1.696
H: 1.699 -2.365 -2.520
H: 0.168 -1.615 -2.065
C: 0.985 -2.955 -0.571
C: 1.167 -2.365 0.800
O: 2.075 -2.644 1.545
N: 0.233 -1.438 1.231
C: -0.911 -1.001 0.642
N: -1.505 -1.511 -0.381
N: -2.607 -0.863 -0.735
C: -2.906 0.145 -0.009
C: -4.092 1.031 -0.197
C: -4.983 0.931 1.047
H: -5.313 -0.095 1.196
H: -4.442 1.254 1.935
H: -5.859 1.563 0.926
C: -3.610 2.475 -0.376
H: -3.063 2.810 0.503
H: -2.955 2.553 -1.242
H: -4.461 3.134 -0.526
C: -4.866 0.577 -1.435
H: -5.737 1.210 -1.579
H: -5.191 -0.453 -1.321
H: -4.236 0.635 -2.318
S: -1.744 0.412 1.297
H: 0.471 -1.007 2.117
H: 1.733 -3.742 -0.668
H: -0.011 -3.394 -0.636
H: 3.711 -1.707 -0.811
H: 4.877 0.241 0.051
H: 5.307 3.717 1.039
H: 5.782 2.419 -0.083

Calculated values
Maximum force (eV/A): 1.681
SMILES string: COc1ccc(CCC(=O)Nc2nnc(C(C)(C)C)s2)cc1
HOMO level (eV): -8.3
Net charge: 0
ΔE to the lowest compared entry with this formula, charge and spin (kJ/mol): 147.5
2S+1: 1